Molecular formula: C33H79B2Br2IN4O14PS6
Method: DFT, wB97M-V/def2-TZVPD

Output
- Gap between HOMO and LUMO: 6.7227 eV
- LUMO energy: -3.192 eV
- Calculated total energy: -10802.4159 a.u.

```
! RIJCOSX wB97M-V def2-TZVPD def2/J DEFGRID3
* xyz 1 1
I 1.69 -5.87 -0.20
Br 0.55 -1.27 4.09
Br 4.20 -0.69 1.02
S 14.70 9.01 8.07
S 8.28 1.71 4.87
S 10.31 7.25 7.58
S -6.94 3.18 -9.94
S -5.99 -5.95 0.99
S -7.23 1.31 -5.54
P 1.74 -2.92 -1.90
O -4.18 -0.04 -6.06
O 7.70 0.78 5.89
O -7.15 0.27 -4.47
O -0.60 -0.79 -1.49
O -1.89 0.64 0.86
O 1.92 -4.15 -3.13
O -5.62 -5.08 2.15
O -2.15 -2.29 -0.75
O 14.11 8.09 9.09
O -2.62 2.41 1.66
O -7.27 3.96 -8.71
O -1.11 -3.12 -3.41
O -1.89 -5.59 0.50
O 9.41 7.27 6.39
N 1.85 -1.47 -2.84
N -2.26 1.33 2.02
N -2.15 1.22 -4.18
N 1.15 -1.75 1.11
C 0.04 -3.25 -1.08
C -2.96 -0.73 -5.67
C 8.33 3.36 5.61
C 10.31 5.56 8.22
C -4.49 -1.59 -0.41
C 9.39 7.97 8.96
C -8.44 3.07 -10.93
C 3.61 -0.30 3.96
C -7.41 -6.95 1.50
C 1.39 -3.22 1.13
C -6.90 1.44 -9.47
C 6.99 2.08 3.67
C -0.49 0.24 0.98
C -1.13 -5.53 -2.52
C -1.78 0.30 -5.30
C -4.82 -7.33 0.95
C 14.74 10.66 8.81
C -5.81 -2.46 -0.16
C -0.30 -1.35 0.83
C -6.79 2.89 -4.80
C -2.54 -4.95 3.14
C -1.26 1.02 -3.00
C 0.39 -4.12 0.23
C 2.97 -0.77 2.58
C 1.65 -1.25 2.43
C -1.76 -0.28 -2.15
C -3.13 -2.21 0.26
C 13.41 9.38 6.87
C -0.80 -1.91 -0.62
C -2.52 -1.79 -6.81
C -1.02 -4.59 2.69
C -6.10 -3.25 -1.57
C -8.98 1.70 -5.78
B -0.76 -4.00 -2.28
B -0.82 -4.77 1.06
H -8.68 4.07 -11.30
H -1.33 1.96 -2.34
H 15.47 10.65 9.63
H -0.21 0.62 2.03
H -3.26 -1.37 -4.76
H 13.76 10.92 9.20
H -5.73 2.86 -4.54
H -2.75 -6.07 3.05
H -2.77 -4.62 4.20
H -3.27 -4.44 2.43
H -5.13 -8.05 0.20
H 2.52 -0.79 -2.49
H 12.51 9.72 7.38
H -6.67 -1.71 -0.07
H 6.77 1.16 3.11
H -1.40 -1.84 -6.96
H -0.87 -0.33 -4.98
H -4.59 -0.53 0.05
H -6.05 1.28 -8.80
H -2.27 -5.63 -2.70
H -0.31 -5.34 3.17
H -6.96 3.69 -5.53
H -2.98 -1.63 1.21
H 4.49 -1.01 4.16
H -3.14 1.11 -3.93
H -9.07 2.53 -6.48
H -5.76 -3.16 0.75
H -4.90 -0.58 -5.66
H -0.30 -2.98 -3.94
H 2.80 -4.52 -2.93
H -8.27 2.40 -11.78
H 2.92 -0.37 4.85
H -3.83 -6.94 0.70
H -9.44 1.94 -4.83
H -9.47 0.82 -6.21
H -7.01 -3.92 -1.48
H -4.31 -1.44 -1.52
H 10.86 5.53 9.16
H -2.43 -5.06 -0.12
H 0.19 0.84 0.27
H -2.60 0.12 -1.49
H 1.94 -1.62 -3.85
H 8.43 7.48 9.07
H 6.08 2.41 4.18
H 9.28 5.22 8.38
H -5.13 -3.83 -1.81
H -1.51 0.88 -6.25
H -2.25 -0.95 -2.93
H -0.66 -5.85 -3.52
H -4.77 -7.81 1.93
H 1.68 -1.27 0.36
H 9.24 9.03 8.75
H 2.47 -3.38 0.79
H 9.05 3.35 6.42
H 9.97 7.86 9.88
H -9.27 2.70 -10.32
H 1.41 -3.55 2.23
H -6.78 0.82 -10.36
H -0.85 -3.52 3.04
H -2.85 -2.83 -6.45
H 13.19 8.47 6.31
H -3.44 -3.27 0.58
H -7.19 -7.45 2.44
H 10.80 4.91 7.50
H 4.08 0.73 3.84
H -7.63 -7.68 0.72
H -0.18 0.86 -3.30
H 15.05 11.39 8.06
H -0.87 -1.81 1.70
H -6.20 -2.49 -2.41
H 7.34 2.84 2.98
H 13.76 10.15 6.18
H -3.12 -1.58 -7.75
H -7.39 3.06 -3.91
H -0.86 -6.28 -1.74
H -7.83 1.17 -8.95
H 7.34 3.62 6.00
H -8.26 -6.28 1.63
H 8.63 4.09 4.85
*
```

Molecular formula: C33H79N11O8
Method: DFT, wB97M-V/def2-TZVPD

Output
- Gap between HOMO and LUMO: 7.9401 eV
- SMILES: CC1(C)CCCC(C)(C)N1O.CC1(C)CCCC(C)(C)N1O.CC1(C)CCCC(C)(C)N1O.NC(N)=O.NC(N)=O.NC(N)=O.NC(N)=O.CCO
- LUMO energy: 0.124 eV
- Calculated total energy: -2509.0737 a.u.

```
! RIJCOSX wB97M-V def2-TZVPD def2/J DEFGRID3
* xyz 0 1
O -0.33 -3.88 0.24
O 0.08 -2.71 -2.35
O -1.52 1.03 0.51
O -7.09 -3.40 -0.99
O -0.01 2.60 2.22
O -0.73 0.41 -4.26
O 4.97 -2.65 2.45
O -4.70 0.85 -0.49
N -4.18 2.24 1.22
N -0.75 1.81 -4.36
N -1.41 -5.85 0.36
N -1.42 -4.41 2.17
N -2.18 -0.78 -0.67
N 1.02 3.39 1.63
N -6.15 2.50 0.04
N -6.83 -1.12 -0.81
N -0.08 -0.73 0.26
N -5.10 -2.54 -0.31
N 4.24 -3.80 2.85
C -1.01 -4.65 0.90
C 2.21 3.34 3.84
C 0.52 4.75 1.46
C 2.15 -5.78 2.82
C 0.01 5.45 2.74
C -0.62 4.75 0.46
C 5.70 -5.19 1.44
C 2.05 -2.58 2.56
C 2.26 -4.72 3.91
C 1.67 1.95 -4.05
C 2.27 3.11 2.32
C 2.67 1.66 2.07
C -3.00 1.89 -3.29
C 0.30 2.43 -3.54
C -4.97 1.83 0.20
C 0.16 2.04 -2.06
C 3.59 -4.35 0.47
C -0.77 -3.65 -3.02
C 3.38 3.99 1.76
C 3.24 -2.64 4.75
C -2.10 3.86 -4.52
C 0.24 3.93 -3.75
C 2.97 -3.43 3.47
C 1.64 5.57 0.85
C 4.27 -4.78 1.79
C -1.17 4.46 -3.48
C -2.70 1.81 -5.79
C -2.11 2.33 -4.49
C -6.43 -2.42 -0.68
C 3.56 -6.05 2.29
C 2.98 5.46 1.58
C -1.28 -0.11 0.10
C -1.82 -2.94 -3.85
H -1.16 5.71 0.43
H -2.43 -3.69 -4.36
H 1.44 -5.48 2.05
H 4.11 -6.37 3.19
H 0.03 -1.70 0.05
H -4.85 -3.51 -0.21
H 4.34 3.89 2.27
H 1.45 6.65 0.81
H 5.70 -5.98 0.70
H -3.58 2.39 -6.08
H -0.85 2.21 -1.69
H -6.73 2.23 -0.73
H -2.50 1.26 -2.56
H 2.89 -5.12 4.72
H -1.73 4.19 -5.50
H 2.97 1.44 1.05
H 1.28 -4.50 4.32
H -0.29 4.52 -0.55
H -3.11 4.26 -4.41
H 1.75 -6.68 3.31
H -6.40 3.28 0.63
H 0.56 4.24 -4.75
H 0.82 2.64 -1.42
H -2.91 0.74 -5.75
H -1.10 -6.05 -0.57
H -1.42 4.16 -2.45
H 0.86 4.45 -3.02
H 1.93 0.96 2.46
H -1.44 4.10 0.77
H 2.43 2.18 -3.32
H 3.48 -1.59 4.55
H 0.28 -3.08 -1.49
H -6.13 -0.41 -0.64
H 3.56 -6.83 1.53
H -2.13 -6.39 0.81
H 1.85 5.28 -0.18
H 1.89 2.51 -4.97
H -1.33 5.54 -3.43
H -2.51 -2.39 -3.21
H 1.27 3.04 4.30
H -0.27 6.47 2.51
H 3.75 6.00 1.03
H 2.37 4.36 4.21
H -1.33 -2.31 -4.58
H -7.77 -0.87 -1.04
H -1.04 -3.57 2.58
H -2.00 -4.99 2.74
H -3.91 1.34 -3.58
H 2.38 -2.62 5.43
H 2.55 -4.04 0.57
H 1.43 -1.95 3.20
H 3.75 -5.09 -0.31
H 4.08 -3.42 0.16
H 0.74 5.43 3.55
H -0.13 -4.26 -3.67
H -1.17 -4.35 -2.28
H 3.63 3.61 0.75
H 6.16 -5.58 2.35
H 2.57 -1.95 1.84
H -4.50 2.89 1.91
H 5.38 -2.34 3.26
H -3.36 1.67 1.38
H 1.37 -3.23 2.01
H 6.32 -4.35 1.14
H 3.00 2.76 4.32
H -3.43 2.76 -2.78
H -4.57 -1.74 -0.01
H 0.47 1.00 -1.95
H -1.10 0.16 -3.39
H -0.87 4.92 3.10
H 2.97 5.91 2.58
H -2.01 -1.73 -0.95
H 3.52 1.43 2.73
H -0.32 2.08 1.46
H -2.97 -0.25 -1.01
H 0.62 -0.17 0.71
H 1.68 0.91 -4.38
H 4.05 -3.11 5.32
H -1.97 1.89 -6.59
*
```

Molecular formula: C33H79N3O8
Method: DFT, wB97M-V/def2-TZVPD

Output
- Relative energy (zero: lowest compared OMol25 entry of this formula, charge and spin): 14.0 kcal/mol
- Gap between HOMO and LUMO: 8.7461 eV
- SMILES: CC1(C)CCCC(C)(C)N1O.CC1(C)CCCC(C)(C)N1O.CC1(C)CCCC(C)(C)N1O.CCO.CO.CO.CO.CO
- LUMO energy: 0.300 eV
- Calculated total energy: -2070.7290 a.u.

```
! RIJCOSX wB97M-V def2-TZVPD def2/J DEFGRID3
* xyz 0 1
O -1.35 0.45 5.71
O -1.02 -5.89 1.49
O 4.74 -1.63 -1.14
O -1.51 -3.53 -5.40
O -0.12 4.53 0.59
O -2.80 -4.31 0.16
O -1.48 -1.04 -3.62
O -2.47 -1.97 -1.09
N 3.64 -2.31 -1.65
N -0.43 0.50 4.57
N -0.86 4.99 -0.60
C 0.75 1.35 4.89
C 1.41 -2.05 -2.54
C 2.34 -0.18 -1.21
C -1.12 6.62 -2.34
C -1.19 0.71 3.32
C -0.02 2.87 -1.94
C 4.27 -4.39 -0.60
C -1.30 5.46 -3.34
C -0.61 -4.16 3.14
C 1.26 5.97 -1.61
C 1.45 0.73 6.08
C 1.93 -3.98 -1.25
C -0.20 6.22 -1.22
C -1.94 2.02 3.17
C -2.23 -0.46 3.14
C -0.14 0.62 2.20
C -0.31 7.31 -0.08
C 0.40 2.85 5.19
C -3.42 -5.39 -0.62
C 2.94 -2.75 0.81
C -1.79 -1.06 -0.29
C -1.99 4.31 -2.67
C -2.26 -0.23 -4.49
C -1.91 -4.42 -4.41
C -1.20 3.77 -1.42
C 2.66 -1.37 -2.20
C 1.03 1.51 2.33
C 1.71 1.25 3.69
C 0.89 -2.93 -1.46
C 3.22 -0.78 -3.51
C -2.06 2.88 -0.51
C -0.14 -5.51 2.58
C 3.21 -3.32 -0.63
H -0.90 -6.84 1.24
H 0.13 -3.76 3.82
H -2.09 6.84 -1.89
H -1.31 -0.50 5.91
H -1.26 -4.24 -3.51
H 3.21 0.32 -0.87
H 5.18 -4.17 -0.02
H 0.24 -0.41 2.13
H -1.37 7.39 0.16
H -0.04 -3.35 -1.83
H -4.35 -4.98 -0.99
H -1.99 -1.20 -2.81
H 0.66 2.65 -1.12
H -2.60 2.21 -1.16
H 0.30 7.05 0.80
H -1.75 0.71 -4.64
H 2.79 -3.58 1.53
H -1.48 2.25 0.16
H 3.46 -1.59 -4.24
H 1.73 -0.27 5.79
H -2.43 -0.19 -0.14
H -1.49 -1.47 0.68
H -0.45 2.97 5.86
H 0.65 -1.35 -2.82
H -3.01 4.51 -2.37
H -0.75 -3.42 2.36
H -0.68 7.49 -2.86
H 1.87 5.68 -0.75
H -2.51 -0.50 2.10
H 1.80 0.60 -1.76
H -0.67 0.89 1.28
H -1.58 -4.21 3.64
H -0.32 5.16 -3.72
H 2.31 -4.44 -2.17
H -2.41 2.24 4.13
H 1.59 -4.78 -0.59
H -1.83 5.83 -4.21
H 4.50 -4.85 -1.57
H -2.65 -2.81 -0.62
H 4.16 -0.25 -3.26
H 2.10 0.21 3.67
H 1.23 3.32 5.72
H -0.14 -6.27 3.35
H -1.75 -1.39 3.35
H -2.14 3.48 -3.35
H 1.79 6.83 -2.04
H 0.82 0.60 6.98
H -2.49 -0.80 -5.40
H 3.75 -2.07 1.16
H 1.55 -2.64 -3.45
H -2.76 -5.64 -1.50
H 2.54 1.97 3.77
H -0.90 -0.68 -0.81
H -1.38 -2.66 -4.97
H 1.70 -0.50 -0.41
H -3.60 -6.22 0.03
H 2.05 -2.13 0.86
H -2.74 2.00 2.45
H 0.86 -5.42 2.16
H 1.36 5.15 -2.33
H 5.50 -1.94 -1.68
H 2.36 1.22 6.40
H -0.34 1.88 -2.27
H 0.23 3.38 4.26
H 0.54 3.32 -2.74
H 0.80 2.57 2.37
H -2.93 -4.22 -4.10
H 0.16 8.19 -0.51
H 0.60 -2.41 -0.54
H 3.92 -5.22 0.02
H -1.82 -5.45 -4.75
H -2.11 -4.69 0.73
H -2.82 3.47 0.00
H 0.65 4.00 0.39
H 1.77 1.37 1.54
H -3.21 0.01 -4.00
H -1.31 2.85 2.94
H -3.11 -0.35 3.78
H 2.60 -0.04 -3.99
*
```